1.
Formula: C24H37KN4O7
Source: the OMol25 dataset
Level of theory: wB97M-V/def2-TZVPD

Highest occupied orbital energy, eV: -6.24
Relative energy (zero: lowest compared OMol25 entry of this formula, charge and spin), kJ/mol: 54.8
DFT total energy, Eh: -2282.3186

Last column: Löwdin charge in e.
Atoms and positions in Å:
K  0.029  -0.938  0.468  0.79
C  -3.343  -0.678  0.905  -0.16
C  -2.855  -1.061  2.294  -0.18
O  -1.758  -1.941  2.171  -0.19
C  -1.194  -2.355  3.393  -0.18
C  -0.074  -3.335  3.099  -0.16
O  0.987  -2.791  2.337  -0.17
C  2.098  -2.295  3.062  -0.17
C  1.918  -0.895  3.619  -0.19
O  1.661  -0.029  2.539  -0.18
C  1.494  1.340  2.866  -0.17
C  0.034  1.741  2.941  -0.18
O  -0.574  1.445  1.702  -0.19
C  -1.847  2.024  1.512  -0.18
C  -2.456  1.466  0.233  -0.16
O  -2.416  0.059  0.133  -0.19
H  -4.284  -0.121  0.991  0.13
H  -3.533  -1.598  0.347  0.14
H  -3.676  -1.561  2.827  0.14
H  -2.564  -0.181  2.880  0.11
H  -1.953  -2.856  4.010  0.14
H  -0.829  -1.487  3.957  0.11
H  -0.489  -4.156  2.512  0.13
H  0.307  -3.743  4.042  0.13
H  2.924  -2.275  2.351  0.13
H  2.355  -2.975  3.883  0.13
H  2.848  -0.607  4.129  0.13
H  1.112  -0.863  4.364  0.12
H  1.982  1.902  2.070  0.11
H  1.981  1.577  3.818  0.13
H  -0.028  2.815  3.157  0.13
H  -0.485  1.206  3.751  0.13
H  -1.763  3.115  1.419  0.13
H  -2.492  1.820  2.377  0.12
H  -1.901  1.834  -0.630  0.11
H  -3.489  1.828  0.153  0.13
C  4.132  3.311  -1.498  -0.04
O  4.332  1.912  -1.719  -0.04
C  3.585  1.104  -0.931  -0.59
O  2.821  1.506  -0.084  0.08
N  3.838  -0.193  -1.259  0.00
N  2.963  -1.169  -0.735  0.06
H  4.841  3.815  -2.147  0.09
H  4.322  3.566  -0.458  0.09
H  3.113  3.597  -1.758  0.08
H  4.208  -0.326  -2.189  0.14
H  3.422  -2.067  -0.806  0.09
H  2.129  -1.187  -1.333  0.03
C  0.989  0.398  -3.331  -0.19
N  0.468  -0.645  -2.449  -0.02
C  -0.428  -1.422  -2.954  -0.13
C  -1.093  -2.507  -2.317  -0.37
C  -2.094  -3.293  -2.928  -0.09
C  -2.493  -4.218  -1.969  -0.13
C  -1.706  -3.944  -0.835  -0.23
N  -0.864  -2.925  -1.031  -0.03
C  0.121  1.633  -3.320  -0.20
C  -0.817  1.882  -4.315  -0.04
C  -1.632  3.005  -4.254  -0.09
C  -1.514  3.897  -3.199  -0.10
C  -0.575  3.660  -2.202  -0.10
C  0.233  2.533  -2.260  -0.05
H  1.124  0.028  -4.356  0.12
H  1.975  0.694  -2.969  0.09
H  -0.773  -1.285  -3.990  0.12
H  -2.466  -3.182  -3.937  0.09
H  -3.237  -4.994  -2.072  0.07
H  -1.729  -4.462  0.117  0.08
H  -0.908  1.193  -5.147  0.11
H  -2.358  3.186  -5.037  0.10
H  -2.146  4.775  -3.155  0.10
H  -0.472  4.358  -1.379  0.10
H  0.960  2.336  -1.477  0.10

***

2.
Formula: C24H37N3P2SV
Source: the OMol25 dataset
Level of theory: wB97M-V/def2-TZVPD

Highest occupied orbital energy (spin up / spin down), eV: -12.49 / -12.06
Net charge: +2
2S+1: 2
DFT total energy, Eh: -3125.1749

Last column: Löwdin charge in e.
Atoms and positions in Å:
C  -1.755  2.889  -3.860  0.00
C  -1.496  1.675  -3.224  -0.23
C  -0.114  1.357  -2.989  -0.17
C  0.968  2.336  -3.102  -0.12
C  0.514  3.684  -3.328  -0.01
C  -0.768  3.893  -3.861  -0.04
C  2.340  1.929  -2.894  0.10
C  2.589  0.518  -2.745  -0.13
C  1.484  -0.429  -2.656  -0.18
C  1.670  -1.846  -2.569  -0.21
C  2.958  -2.348  -2.819  -0.01
C  4.035  -1.464  -2.818  -0.04
C  3.882  -0.085  -2.577  0.00
H  -2.739  3.205  -4.182  0.13
H  1.276  4.478  -3.398  0.13
H  -0.937  4.874  -4.320  0.12
H  2.965  2.655  -2.322  0.15
H  3.144  -3.422  -2.851  0.13
H  5.047  -1.825  -3.003  0.12
H  4.738  0.573  -2.622  0.12
N  0.172  0.047  -2.609  0.04
V  -0.224  -0.072  -0.431  0.11
C  -2.557  0.768  -2.646  -0.24
H  -2.488  -0.265  -3.035  0.10
H  -3.544  1.211  -2.834  0.10
C  0.542  -2.694  -1.971  -0.23
H  -0.411  -2.551  -2.541  0.11
H  0.871  -3.750  -2.005  0.10
P  -2.394  0.661  -0.761  0.83
P  0.269  -2.303  -0.149  0.79
C  1.437  -3.407  0.734  -0.20
H  1.495  -3.083  1.792  0.05
H  1.086  -4.457  0.706  0.07
H  2.436  -3.331  0.263  0.06
C  -1.386  -2.943  0.303  -0.22
H  -1.318  -4.017  0.538  0.06
H  -1.720  -2.397  1.197  0.04
H  -2.090  -2.763  -0.526  0.05
C  -2.705  2.406  -0.237  -0.22
H  -3.765  2.664  -0.364  0.07
H  -2.400  2.563  0.806  0.01
H  -2.079  3.058  -0.854  0.05
C  -3.921  -0.181  -0.274  -0.24
H  -3.916  -0.343  0.805  0.04
H  -4.796  0.418  -0.541  0.07
H  -3.945  -1.155  -0.766  0.05
H  0.779  0.665  0.597  -0.19
H  0.890  -0.903  0.516  -0.04
C  -2.122  0.680  3.099  -0.11
N  -0.902  0.278  3.775  -0.18
C  -1.061  -0.503  4.989  -0.01
C  0.254  0.397  3.110  -0.52
S  0.018  1.283  1.623  0.85
N  1.445  0.033  3.641  -0.18
C  1.820  0.225  5.053  -0.01
C  2.610  0.017  2.761  -0.05
H  -2.944  0.445  3.762  0.10
H  -2.273  0.129  2.158  0.05
H  -2.132  1.752  2.872  0.08
H  -0.250  -1.250  5.057  0.11
H  -1.011  0.206  5.840  0.12
H  -2.065  -0.959  4.891  0.11
H  2.415  -0.664  5.308  0.11
H  2.428  1.142  5.145  0.12
H  0.939  0.295  5.697  0.07
H  2.412  -0.624  1.885  0.06
H  2.875  1.031  2.417  0.11
H  3.428  -0.406  3.344  0.10